# 1
Computed, not measured: a cluster of 2 separate species, C4H8NO2 in total, with the ωB97M-V functional and the def2-TZVPD basis.

```
15
Properties=species:S:1:pos:R:3:lowdin_charge:R:1
C 2.12594 0.83448 -0.48613 -0.13
C 2.06003 -0.08644 -1.42941 0.07
C -1.91716 -0.04860 -0.20969 -0.14
C -1.20056 -0.28461 1.94651 0.01
N -0.90205 0.03295 0.77667 -0.14
O 1.60780 1.02836 0.68820 0.11
O 2.37057 -1.17969 -1.95619 0.27
H 2.64638 1.68742 -1.00976 0.19
H -1.68370 -0.97597 -0.84565 0.10
H -1.95031 1.02522 -0.77387 0.14
H -2.92864 -0.20084 0.27150 0.09
H 0.76399 0.50696 0.76447 0.07
H -0.64074 -0.07719 2.80656 0.08
H -2.12589 -0.81881 2.12466 0.09
H 1.77434 -1.44323 -2.66787 0.18
```

Values from the calculation:
- Energy relative to the best compared isomer or geometry (same formula, charge and spin): 121.8 kcal/mol
- Electronic energy: -9851.04805 eV
- Lowest unoccupied orbital energy: -0.2126 Eh
- Net charge: +1
- F_max: 3.1 eV Å⁻¹

---

# 2
Computed, not measured: a cluster of 2 separate species, C9H15NO4P in total, with the ωB97M-V functional and the def2-TZVPD basis.

```
30
Properties=species:S:1:pos:R:3:lowdin_charge:R:1
O -0.69754 -3.01327 -1.60047 0.00
N -1.86695 -2.93914 -1.50900 -0.08
O -2.38263 -3.68132 -0.44534 -0.21
C -1.91545 -3.29886 0.88156 -0.33
P -2.13893 -1.44106 1.32857 0.52
O -0.80476 -1.53847 2.51297 -0.36
C -0.19509 -0.28278 2.63512 -0.31
C -0.91516 0.72381 1.73381 -0.36
O -2.23998 0.28936 1.73565 -0.36
H -2.53475 -3.88524 1.56259 0.07
H -0.88690 -3.62907 1.04455 0.06
H -3.01795 -1.78218 2.41594 0.00
H -3.21916 -1.32423 0.38422 -0.01
H -1.10800 -1.13703 0.35827 0.01
H -0.45331 0.06172 3.65323 0.10
H 0.90102 -0.25694 2.61645 0.10
H -0.51414 0.82018 0.71739 0.06
H -0.79814 1.72837 2.15858 0.10
C 1.68035 0.72253 -1.70358 -0.08
C 0.71995 1.72048 -1.78698 -0.09
C 1.10452 3.04611 -1.92903 -0.10
C 2.45169 3.37524 -1.99737 -0.11
C 3.41315 2.37760 -1.91734 -0.11
C 3.02689 1.05232 -1.76709 -0.10
H 1.37411 -0.30903 -1.58559 0.10
H -0.32914 1.46008 -1.73499 0.11
H 0.35309 3.82352 -1.98458 0.10
H 2.75215 4.40969 -2.11040 0.09
H 4.46436 2.63330 -1.96949 0.09
H 3.77668 0.27435 -1.69761 0.10
```

Values from the calculation:
- Electronic energy: -28541.36112 eV
- Lowest unoccupied orbital energy: 0.1114 Eh
- Net charge: -1
- F_max: 1.5 eV Å⁻¹

---

# 3
Computed, not measured: a cluster of 2 separate species, C5H14 in total, with the ωB97M-V functional and the def2-TZVPD basis.

```
19
Properties=species:S:1:pos:R:3:lowdin_charge:R:1
C 1.01885 -0.43890 2.89528 -0.18
C -0.23259 -1.21308 2.56053 -0.18
H 1.01160 0.05799 3.86436 0.06
H 1.91830 -1.06028 2.90878 0.06
H 1.28539 0.34596 2.17348 0.05
H -1.11572 -0.58428 2.56058 0.06
H -0.40730 -2.00776 3.29379 0.06
H -0.14558 -1.72381 1.60106 0.06
C 0.00482 0.47651 -2.37758 -0.32
C 0.71887 1.02459 -1.15928 -0.14
C -1.48953 0.19550 -2.17878 -0.12
H 0.14647 1.13418 -3.23457 0.09
H 0.54296 -0.42556 -2.69322 0.10
H 1.80025 0.97384 -1.28497 0.07
H 0.55622 0.39491 -0.27628 0.05
H -1.82471 0.55275 -1.20649 0.06
H -2.11007 0.66282 -2.94791 0.06
H 0.46530 2.04484 -0.84913 0.08
H -1.70524 -0.87515 -2.18482 0.06
```

Values from the calculation:
- Energy relative to the best compared isomer or geometry (same formula, charge and spin): 5.0 kcal/mol
- SMILES: CCC.CC
- Electronic energy: -5411.83339 eV
- Lowest unoccupied orbital energy: 0.0411 Eh
- Net charge: 0
- F_max: 1.3 eV Å⁻¹

---

# 4
Computed, not measured: a structure of composition C20H38ClF3NiO10S4, with the ωB97M-V functional and the def2-TZVPD basis.

```
77
Properties=species:S:1:pos:R:3:lowdin_spin:R:1
Ni -0.98976 0.02474 -0.68281 1.82
C 0.01967 2.33083 1.56457 0.01
O 0.98860 1.47137 2.13508 0.00
O -0.64881 1.64052 0.59816 0.02
C -0.85271 2.94351 2.68903 0.00
F -1.25238 1.92239 3.48982 0.00
F -0.30237 3.79125 3.60340 0.00
F -1.93912 3.53503 2.18650 0.00
C 2.20430 1.99637 2.60773 0.00
C 2.22616 2.38412 4.12375 0.00
H 2.13495 3.46988 4.13117 0.00
H 1.59165 1.85853 4.83004 0.00
H 3.25007 2.24101 4.48339 0.00
H 2.53139 2.84008 1.98871 0.00
H 3.02593 1.29471 2.43619 0.00
H 0.48632 3.23117 1.13163 0.00
Cl -1.50942 -1.40117 -2.46467 0.05
C 0.54747 -5.36184 -0.34543 0.00
C 1.92916 -4.90669 0.21892 0.00
C 1.75763 -3.39332 0.52163 0.00
S 0.04449 -3.01146 0.95523 0.00
O -0.26580 -1.62947 0.63735 0.02
O -0.38255 -3.51427 2.23806 0.00
C -0.55187 -4.29093 -0.21588 0.00
H 0.22008 -6.31976 0.06060 0.00
H 0.64091 -5.66702 -1.38986 0.00
H 2.73841 -5.07836 -0.48623 0.00
H 2.21270 -5.35489 1.16971 0.00
H 1.89895 -2.79311 -0.38151 0.00
H 2.43749 -2.96161 1.25654 0.00
H -0.80552 -3.69509 -1.09794 0.00
H -1.49056 -4.73452 0.10951 0.00
C 4.44584 -0.52869 -1.76006 0.00
C 4.57234 0.73765 -0.86473 0.00
C 3.13481 1.13448 -0.46440 0.00
S 2.11869 0.79928 -1.91719 0.00
O 1.87409 1.94587 -2.73968 0.00
O 1.01513 0.03184 -1.41436 0.02
C 3.26049 -0.27450 -2.72706 0.00
H 4.18762 -1.36153 -1.10068 0.00
H 5.39023 -0.81901 -2.21446 0.00
H 4.97894 1.52390 -1.50349 0.00
H 5.23994 0.48319 -0.04521 0.00
H 2.89263 2.10793 -0.04595 0.00
H 2.76189 0.39403 0.24591 0.00
H 3.56759 0.01846 -3.72916 0.00
H 2.62754 -1.14737 -2.90951 0.00
C -3.62947 -2.77293 2.54901 0.00
C -2.89681 -1.76864 3.45661 0.00
C -3.05614 -0.32085 2.96939 0.00
S -3.96896 -0.44116 1.37142 0.00
O -3.00355 -0.56477 0.26504 0.02
O -5.06890 0.51790 1.37106 0.00
C -4.68500 -2.00439 1.85502 0.00
H -4.10739 -3.53014 3.16862 0.00
H -2.94517 -3.15211 1.78851 0.00
H -1.87677 -2.14251 3.58091 0.00
H -3.12881 -1.82312 4.52411 0.00
H -2.17003 0.30620 2.96380 0.00
H -3.71931 0.12286 3.71215 0.00
H -5.21737 -2.54178 1.07063 0.00
H -5.44083 -1.78718 2.61431 0.00
C -0.60645 2.51157 -4.76458 0.00
C -0.43737 3.89764 -4.14689 0.00
C -0.90521 3.70936 -2.68309 0.00
S -2.32019 2.55740 -2.70778 0.00
O -3.61366 3.20882 -2.64471 0.00
O -2.06006 1.48743 -1.76722 0.02
C -2.04351 2.04384 -4.41508 0.00
H 0.22410 1.83926 -4.55399 0.00
H -0.48436 2.62086 -5.84662 0.00
H -1.15186 4.50175 -4.71120 0.00
H 0.55628 4.33223 -4.21890 0.00
H -1.15136 4.56407 -2.05623 0.00
H -0.18176 3.09937 -2.14122 0.00
H -2.73842 2.65546 -4.98642 0.00
H -2.13491 0.96596 -4.52901 0.00
```

Values from the calculation:
- Energy relative to the best compared isomer or geometry (same formula, charge and spin): 1.6 kcal/mol
- 2S+1: 3
- Electronic energy: -146888.45967 eV
- Lowest unoccupied orbital energy (spin up / spin down): 0.0003 / 0.0003 Eh
- Net charge: 0
- F_max: 2.2 eV Å⁻¹

---

# 5
Computed, not measured: a structure of composition C6H9N, with the ωB97M-V functional and the def2-TZVPD basis.

```
16
Properties=species:S:1:pos:R:3:lowdin_charge:R:1
C -1.13391 -1.50438 -1.34328 -0.06
C -0.35399 -0.47520 -0.53501 -0.43
C -0.97085 0.28858 0.53833 -0.13
C 0.19745 0.90488 1.09009 -0.38
C 0.61186 2.20254 1.07816 0.04
C 1.23570 -0.11427 1.01315 -0.02
N 0.88348 -0.97259 0.11303 0.08
H -1.27991 -2.49089 -0.87550 0.08
H -2.13713 -1.11525 -1.54800 0.08
H -0.60853 -1.63835 -2.28784 0.06
H -1.88590 0.84761 0.36158 0.09
H 0.38988 0.33836 -1.29288 0.20
H 1.61427 2.50579 1.35836 0.04
H -0.09138 2.96565 0.75747 0.05
H 2.24287 -0.09300 1.41926 0.14
H 1.44421 -1.70072 -0.30089 0.16
```

Values from the calculation:
- Energy relative to the best compared isomer or geometry (same formula, charge and spin): 105.5 kcal/mol
- Electronic energy: -7853.58662 eV
- Lowest unoccupied orbital energy (spin up / spin down): 0.0058 / 0.0057 Eh
- Net charge: 0
- F_max: 2.7 eV Å⁻¹

---

# 6
Computed, not measured: a structure of composition C20H43Cl2F4LiN3O10PSi2, with the ωB97M-V functional and the def2-TZVPD basis.

```
86
Properties=species:S:1:pos:R:3:lowdin_charge:R:1
C -3.03303 -1.32191 2.61289 -0.11
C -2.22491 -0.48908 3.61094 -0.24
C -1.13043 0.38683 2.95123 -0.28
N -1.30018 0.57947 1.52188 -0.13
Si -1.26989 2.09179 0.66515 0.42
C -2.45684 3.30695 1.43975 -0.22
C -1.82294 4.58704 1.92658 -0.32
N -2.53982 5.60106 2.21913 0.08
O -1.68922 1.50052 -0.79451 -0.30
Si -0.54687 0.85232 -1.79804 0.32
O 0.95020 1.51485 -1.56808 -0.28
C 1.93857 1.29812 -2.57834 -0.22
C 1.71585 2.13552 -3.84517 -0.21
O 2.88280 2.83466 -4.20924 -0.15
C 3.54491 2.37475 -5.38183 -0.25
C 4.69694 1.41023 -5.07136 -0.06
P -0.37096 -1.30095 -1.16338 0.78
C -1.66665 -2.09669 -2.12324 -0.31
O 1.02496 -1.90713 -1.87759 -0.35
H -3.74454 -1.94582 3.15136 0.07
H -2.39518 -2.00486 2.04415 0.02
H -3.58915 -0.71633 1.90702 0.07
H -1.75138 -1.18238 4.31079 0.10
H -2.88689 0.13577 4.21106 0.10
H -0.17876 -0.14235 3.09086 0.07
H -1.07020 1.32718 3.49648 0.11
H -0.74093 -0.08386 1.00426 -0.09
H 0.04880 2.75946 0.55168 0.03
H -3.25898 3.54608 0.74216 0.09
H -2.90717 2.82411 2.31275 0.08
H -0.73213 4.61754 2.03587 0.09
H -1.96047 6.37821 2.53310 0.04
H -0.99426 1.17087 -3.17560 0.03
H 2.00348 0.23682 -2.82761 0.10
H 2.91013 1.58669 -2.18188 0.12
H 1.36818 1.49278 -4.65743 0.12
H 0.92123 2.86032 -3.65584 0.12
H 2.82760 1.93490 -6.07766 0.11
H 3.94783 3.26970 -5.85399 0.11
H 4.67864 0.52479 -5.70086 0.07
H 5.65623 1.89246 -5.23586 0.05
H 4.65485 1.12824 -4.02195 0.07
H -1.83180 -1.57621 -3.06920 0.03
H -1.35801 -3.11514 -2.34337 0.05
H -2.56290 -2.14474 -1.49751 0.02
H 1.71561 -1.92155 -1.22658 0.01
C -9.72271 -1.81070 4.44293 -0.06
C -8.68141 -1.98433 5.52383 -0.19
O -8.00688 -3.26137 5.41202 0.02
C -7.07103 -3.34562 4.47955 -0.40
O -6.70325 -2.49628 3.73018 0.18
C -6.44463 -4.75591 4.52264 -0.55
F -7.38275 -5.71153 4.57737 0.16
F -5.67178 -4.89166 5.61753 0.14
F -5.68815 -4.98009 3.46948 0.20
H -10.43529 -2.63555 4.46469 0.08
H -10.26177 -0.87672 4.59921 0.08
H -9.26490 -1.78437 3.45525 0.08
H -9.13653 -2.00182 6.51128 0.13
H -7.93985 -1.18653 5.50544 0.13
Li 0.30027 -1.32409 1.66122 0.72
O 7.31697 -0.17154 -4.82117 0.12
C 8.33984 0.44341 -4.87994 -0.48
O 8.38632 1.73046 -5.30221 0.02
C 9.74874 2.18807 -5.37736 -0.18
C 10.52555 1.27226 -4.43818 -0.15
C 9.74467 -0.03314 -4.55719 -0.07
H 10.08207 2.09750 -6.40976 0.08
H 9.78138 3.23476 -5.08778 0.09
H 11.57867 1.19278 -4.69963 0.11
H 10.45872 1.64820 -3.41619 0.12
H 10.09320 -0.65053 -5.38704 0.13
H 9.74054 -0.62399 -3.64549 0.12
C -7.64356 -5.88020 7.71609 0.04
N -8.08727 -5.71342 9.12680 -0.45
O -8.09072 -6.68892 9.84487 0.07
O -8.41797 -4.59539 9.46407 0.06
H -7.38229 -6.92048 7.56262 0.10
H -8.46747 -5.58282 7.07539 0.10
H -6.78821 -5.23408 7.56686 0.09
C 11.72288 5.72733 -7.07029 -1.00
Cl 11.62673 4.02145 -7.53089 0.54
Cl 10.72429 6.09842 -5.66019 0.52
H 12.75360 5.95711 -6.83047 0.02
H 11.37475 6.32388 -7.90434 0.02
F -2.48307 -3.00555 0.28584 -0.68
```

Values from the calculation:
- Electronic energy: -107545.71736 eV
- Lowest unoccupied orbital energy: -0.0466 Eh
- Net charge: 0
- F_max: 1.3 eV Å⁻¹